Record 1
This record from the OMol25 dataset describes C5H5BaO6 as an isolated structure. The level of theory is wB97M-V/def2-TZVPD.

Values from the calculation:
**Relative energy (zero: lowest compared OMol25 entry of this formula, charge and spin)**: 15.28 kJ/mol
**Net charge**: +2
**E_tot**: -18225.657 eV
**Strongest force on any atom**: 2.9 eV/A
**Orbital gap (spin up / spin down)**: 8.49 / 6.27 eV
**2S+1**: 2
**HOMO (spin up / spin down)**: -0.6271 / -0.6261 hartree
**Expectation value of S²**: 0.756

```
17
C5H5BaO6 wB97M-V/def2-TZVPD
H -1.223 0.074 -1.964
C -1.595 1.153 -0.013
H 4.853 -1.171 1.816
C -2.074 0.418 -1.371
O 2.274 -1.771 1.843
H -2.756 -0.391 -1.085
O 5.167 -2.267 0.120
O -1.600 0.431 1.046
O -2.741 1.473 -2.002
Ba -0.332 -1.454 2.653
C -3.079 2.451 -1.149
O -2.450 2.255 0.037
H 2.574 -2.388 -0.064
H -0.523 1.489 -0.276
C 2.953 -1.862 0.831
C 4.477 -1.698 0.916
O -3.924 3.262 -1.335
```

Record 2
This record from the OMol25 dataset describes a 4-piece molecular cluster, C28H47N8O3 overall. The level of theory is wB97M-V/def2-TZVPD.

Values from the calculation:
**Net charge**: +1
**E_tot**: -47846.142 eV
**Strongest force on any atom**: 5.1 eV/A
**Orbital gap**: 7.36 eV
**2S+1**: 1
**HOMO**: -0.3989 hartree

```
86
C28H47N8O3 wB97M-V/def2-TZVPD
H 3.690 -3.554 -0.863
H 4.377 3.104 -1.797
C -4.472 0.465 -0.228
H -6.225 -5.696 4.676
H -1.922 -0.770 -1.404
C 2.826 1.285 -0.475
H 3.515 0.487 -3.251
H -5.115 -1.213 -1.558
H 4.491 2.916 -4.730
H -5.029 -1.192 5.198
H -6.793 0.145 -0.394
C -2.890 -1.379 -1.398
H -3.559 1.428 -2.398
H 5.601 -0.713 -2.559
O 2.795 0.987 -3.703
H -2.859 -2.021 -2.360
N -4.335 -2.361 2.266
H 1.686 3.791 1.653
N 2.223 0.106 0.219
C 5.848 -1.836 -5.319
C -3.399 1.221 0.584
C -4.108 0.488 -2.782
C 3.132 2.438 0.594
C -4.868 -4.566 5.872
H 1.233 2.761 -1.176
H -5.170 0.828 -3.066
N -4.596 -3.985 6.864
C 4.521 -1.029 0.631
C 2.571 2.228 -2.992
N 4.945 2.773 -3.815
H 6.950 -3.662 -5.275
H -2.894 2.715 2.358
N -0.089 -0.261 0.681
H -5.477 2.848 4.310
H -5.571 0.039 4.035
H -1.448 0.440 2.223
H -3.546 -0.006 -3.646
H 5.476 -3.710 -6.267
H 6.299 -0.096 -0.958
C -4.525 -1.604 3.164
H 0.080 -1.181 0.229
N 0.699 1.894 1.370
N 4.638 -1.563 -0.746
H -3.854 -0.067 4.482
H 0.202 1.828 2.271
H 1.005 1.082 -1.899
O 5.574 -0.961 1.329
H 3.366 3.441 0.109
H -2.168 -0.858 1.140
C -5.967 0.689 0.196
H 3.573 4.255 -2.979
C 1.953 2.669 1.654
O -2.007 1.086 0.258
H 3.333 0.181 2.155
C 3.123 -0.487 1.256
C -1.473 0.055 1.148
H -4.513 -6.120 4.456
H 5.388 -3.498 -1.547
H 4.061 2.112 1.187
C 0.951 0.590 0.779
C 4.725 -3.066 -0.719
H -2.946 -2.134 -0.528
C -3.731 2.187 1.783
H 1.811 2.823 -3.630
H 6.705 -1.778 -1.552
H -6.635 3.806 3.144
C -5.240 2.367 2.115
C 1.813 1.864 -1.622
H 5.200 -3.346 0.292
C 5.836 -1.025 -1.460
C 5.911 -3.333 -5.340
C -4.222 -0.491 -1.480
C -5.582 3.396 3.315
H 5.233 1.797 -3.675
C 3.876 3.159 -2.821
H 3.801 1.049 -1.041
C -4.760 -0.645 4.292
H -5.153 -4.611 3.761
C -5.212 -5.296 4.609
H -7.478 1.794 1.651
H 2.250 2.426 2.742
H 2.600 -1.431 1.658
C -6.382 1.617 1.358
N 5.800 -0.645 -5.314
H 5.354 -3.740 -4.495
H -4.829 4.264 3.197
```

Record 3
This record from the OMol25 dataset describes C19H21ClN2O4S as an isolated structure. The level of theory is wB97M-V/def2-TZVPD.

Values from the calculation:
**Relative energy (zero: lowest compared OMol25 entry of this formula, charge and spin)**: 1790.60 kJ/mol
**E_tot**: -54554.102 eV
**Strongest force on any atom**: 17.2 eV/A
**Orbital gap**: 8.58 eV
**2S+1**: 1
**HOMO**: -0.2995 hartree

```
48
C19H21ClN2O4S wB97M-V/def2-TZVPD
H 0.087 -3.721 1.328
N -0.442 -1.438 0.100
O 2.792 -5.205 -1.808
H 1.318 2.999 0.122
H -4.642 1.887 2.567
C 1.652 -0.946 2.179
H 1.757 -1.907 2.149
C -2.371 2.912 0.257
C -1.671 3.690 1.077
C -3.374 2.310 0.585
N -0.166 2.217 -0.755
S -0.284 -0.902 1.551
C 3.653 -5.109 -3.068
C -3.949 2.458 2.158
H -3.876 1.680 0.162
H -1.054 -0.519 -1.766
C -1.976 2.414 -1.103
C -0.751 -0.164 -0.575
H 2.084 -0.242 1.448
H 4.182 -5.927 -3.321
H 0.943 3.911 -1.431
H -1.689 0.156 -0.325
H -1.207 4.740 3.079
H 1.671 -0.458 3.072
H 1.036 -1.276 -2.212
C -2.975 3.352 2.827
H -3.418 3.544 3.874
C 0.553 -3.502 0.188
H 0.161 4.847 1.312
Cl 1.672 -5.845 0.566
C -1.927 4.060 2.319
C 2.110 -4.210 -1.519
H -2.131 1.675 -1.675
C -0.471 4.340 0.272
H 2.410 -2.736 -3.135
O -0.839 0.332 2.048
O 1.304 0.784 -0.111
C 1.898 -3.017 -2.390
C 1.254 -2.064 -1.715
C 1.408 -4.507 -0.310
H 4.251 -4.207 -3.079
H -0.916 5.143 -0.390
C 0.282 0.918 -0.431
C 0.708 -2.218 -0.490
H 2.958 -4.918 -4.013
H -1.517 3.351 -1.614
C 0.450 3.407 -0.385
O -0.950 -2.089 2.384
```

Record 4
This record from the OMol25 dataset describes one molecule with the formula C2H9N5. The level of theory is wB97M-V/def2-TZVPD.

Values from the calculation:
**SMILES**: CNN(C)/N=N/N
**Relative energy (zero: lowest compared OMol25 entry of this formula, charge and spin)**: 367.88 kJ/mol
**E_tot**: -9667.083 eV
**Strongest force on any atom**: 2.5 eV/A
**Orbital gap**: 9.42 eV
**2S+1**: 1
**HOMO**: -0.2996 hartree

```
16
C2H9N5 wB97M-V/def2-TZVPD
C -1.058 2.092 -0.684
H -2.092 2.384 -0.856
N 0.554 -1.452 1.171
H 0.762 -2.475 2.853
H 0.688 -1.413 -1.714
N 0.061 -1.959 2.322
N 0.362 0.162 -0.352
H 2.039 -1.005 -0.635
H -1.673 0.162 -0.632
H -0.784 2.308 0.358
C 1.231 -0.593 -1.237
N 0.052 -0.353 0.840
H -0.405 2.677 -1.339
H 1.633 0.086 -1.994
H -0.498 -1.307 2.885
N -0.870 0.687 -0.986
```

Record 5
This record from the OMol25 dataset describes one molecule with the formula C20H22N2O5S. The level of theory is wB97M-V/def2-TZVPD.

Values from the calculation:
**SMILES**: Cc1ccc(S(=O)(=O)N2CCCCC2)cc1NC(=O)c1ccc2c(c1)OCO2
**Relative energy (zero: lowest compared OMol25 entry of this formula, charge and spin)**: 155.27 kJ/mol
**E_tot**: -45149.669 eV
**Strongest force on any atom**: 1.3 eV/A
**Orbital gap**: 8.69 eV
**2S+1**: 1
**HOMO**: -0.2980 hartree

```
50
C20H22N2O5S wB97M-V/def2-TZVPD
C 0.871 3.992 -0.999
C 2.844 -1.821 0.991
H -4.949 -2.089 -0.607
C -0.759 2.929 0.054
S 1.370 -0.643 -0.831
H -1.384 2.342 2.021
H 1.691 0.375 2.480
H 1.055 5.073 -1.073
H -2.249 2.121 -2.892
H 4.055 0.314 2.514
H 1.647 1.252 0.936
N -3.344 -0.687 1.091
H -4.427 -3.379 0.474
H -0.759 -0.096 0.831
O 2.201 -1.412 -1.713
C 2.146 0.454 1.486
O -4.125 1.073 2.249
O -0.065 3.603 -1.979
N 1.875 -0.772 0.761
H -3.664 0.854 -1.296
C -4.239 -2.906 -0.490
C -2.832 -2.397 -0.563
C -1.910 -2.962 -1.434
H -4.422 -3.641 -1.269
C 4.352 0.099 0.396
C -1.113 -0.879 0.184
H 5.399 0.399 0.353
H 4.424 -1.861 -0.488
H 2.849 -2.023 2.066
C -0.619 -2.467 -1.546
H 4.998 -1.811 1.187
C -2.846 1.453 -0.925
C -0.237 -1.425 -0.727
C 4.247 -1.426 0.495
C -3.417 0.657 1.360
H 0.087 -2.873 -2.251
C 3.652 0.738 1.592
H 3.862 0.435 -0.521
H 2.483 -2.709 0.472
H 1.811 3.436 -1.156
C -1.001 2.866 -1.323
H 3.821 1.815 1.613
C -2.059 2.156 -1.833
C -2.603 1.506 0.439
O 0.355 3.686 0.281
H -2.217 -3.789 -2.058
H -4.008 -1.267 1.589
C -2.430 -1.321 0.242
C -1.563 2.286 0.960
O 1.147 0.743 -1.142
```

Record 6
This record from the OMol25 dataset describes C22H37BeBrClCsF18LiN5O15P2S2 as an isolated structure. The level of theory is wB97M-V/def2-TZVPD.

Values from the calculation:
**E_tot**: -234427.923 eV
**Strongest force on any atom**: 7.9 eV/A
**Orbital gap**: 2.64 eV
**2S+1**: 1
**HOMO**: -0.2706 hartree

```
106
C22H37BeBrClCsF18LiN5O15P2S2 wB97M-V/def2-TZVPD
O 4.694 -1.044 -7.920
H -0.596 5.211 2.554
F -3.258 -0.668 2.806
O -3.917 8.218 -0.970
H 1.478 -2.615 2.481
H 1.241 4.951 -0.995
H 0.483 0.935 1.690
C 3.127 1.612 5.912
H -3.072 -6.061 0.793
F -8.701 1.166 4.784
S 3.531 -0.207 -7.790
H 0.081 -0.646 2.391
H -0.571 -2.541 2.864
Cl -2.726 8.428 -0.178
F 5.145 4.628 -6.698
H -1.526 -1.039 1.313
N 1.744 -4.505 -1.080
C -1.225 -3.913 0.725
O 0.487 -3.876 -1.085
Be -6.327 2.036 2.362
H 2.048 -0.981 0.119
O 2.689 -0.138 -8.953
O -2.950 9.497 0.765
H -0.194 4.212 1.120
H -1.666 -5.030 -1.769
O 2.060 3.444 0.199
H -0.970 5.795 0.924
C 0.165 -3.257 0.184
F -0.055 -4.009 4.258
H 0.270 -3.067 -3.301
O 4.043 2.857 -8.865
C 4.476 3.512 -6.388
P -1.405 -5.441 -0.426
O 1.805 -0.591 -2.597
S 4.615 2.240 -7.699
C -1.272 -4.494 2.172
H 2.528 3.968 -1.751
F -4.179 -0.701 -1.128
C 2.188 -0.061 2.603
H 1.589 4.306 2.674
O 2.506 -3.988 -1.782
H 2.471 0.993 2.759
N -2.576 -6.417 -0.021
F 2.145 -2.292 -6.905
N 1.855 -4.940 1.943
H 1.753 -4.919 2.969
H -0.198 -6.209 -0.368
P 1.698 -3.453 1.352
F -3.247 -3.105 -1.637
O -2.416 7.206 0.548
F -4.287 -3.996 0.019
C -0.939 -3.484 3.322
F -5.691 -2.181 -0.832
C -0.248 5.234 1.515
F -4.882 0.796 2.564
C 0.999 -0.661 0.294
H -0.657 -5.417 2.208
F 1.363 -0.381 -6.271
C -0.070 -1.705 -0.166
H 1.998 -0.596 3.548
C -0.329 -1.330 -1.671
F -6.189 -0.662 1.057
H 3.912 1.752 6.658
C 1.669 3.950 -1.074
F -5.101 -2.248 1.998
H 3.668 3.819 1.400
C -4.550 -1.688 -0.281
H 3.306 5.107 0.245
C -4.946 -1.217 1.148
F 3.130 -1.176 -5.347
H -1.863 -3.227 3.883
N -1.448 -1.532 0.412
C 2.504 -1.052 -6.533
H -2.775 -2.625 1.594
F -3.232 0.564 1.055
Br -6.076 0.482 4.241
F 4.961 3.075 -5.208
F 3.198 3.867 -6.164
H 2.164 1.482 6.411
H -0.778 -0.316 -1.781
O 3.419 0.471 5.102
O 6.022 1.956 -7.780
H 2.688 5.695 2.597
H -2.012 -0.938 -0.214
H 3.083 2.489 5.270
H 0.914 3.280 -1.488
Cs 3.928 -5.998 1.748
Li -9.330 -0.028 3.582
O -1.618 8.761 -1.041
O 1.023 5.876 1.451
H 0.876 0.210 -0.383
C 2.855 4.377 0.922
O 0.914 -2.385 -3.545
N 3.722 1.139 -6.981
F -5.005 -1.492 5.523
H 2.984 -0.614 2.063
H 3.455 -0.292 5.689
C -3.547 -2.928 -0.312
C 0.913 -1.367 -2.593
H -1.080 -2.037 -2.085
H -2.305 -4.848 2.390
H 2.898 -2.983 0.689
C 0.827 -0.121 1.755
C -4.026 -0.163 1.846
C 2.029 5.052 2.002
C -2.303 -2.755 0.592
```

Record 7
This record from the OMol25 dataset describes Br3HNP as an isolated structure. The level of theory is wB97M-V/def2-TZVPD.

Values from the calculation:
**Relative energy (zero: lowest compared OMol25 entry of this formula, charge and spin)**: 319.92 kJ/mol
**E_tot**: -220920.160 eV
**Strongest force on any atom**: 3.4 eV/A
**Orbital gap (spin up / spin down)**: 7.23 / 7.23 eV
**2S+1**: 1
**HOMO (spin up / spin down)**: -0.3359 / -0.3359 hartree

```
6
Br3HNP wB97M-V/def2-TZVPD
P -0.349 0.029 -0.113
Br -1.406 1.583 0.980
Br -1.714 -0.329 -1.889
H 2.314 -0.172 -0.223
Br -0.695 -1.773 1.112
N 1.850 0.661 0.133
```